Computed, not measured: a 8-piece molecular cluster, C39H71F8N2O16PS7 overall at a distorted geometry, with the ωB97M-V functional and the def2-TZVPD basis.

Cartesian coordinates (Å):
S  -6.19  3.79  0.00
S  0.91  -3.52  -7.17
S  6.96  -1.02  9.81
S  2.30  3.57  -7.96
S  -1.51  5.70  -3.40
S  1.44  -4.13  7.04
S  -3.63  -2.75  7.77
P  -0.92  1.10  -4.32
F  -1.57  -0.95  1.58
F  -0.43  -3.26  0.43
F  2.36  -1.17  -0.06
F  0.52  0.67  -0.78
F  0.31  0.81  1.42
F  1.10  -2.24  -1.59
F  0.64  -2.14  1.92
F  -1.68  -1.37  -0.53
O  -2.54  5.67  -2.39
O  -6.71  5.13  0.09
O  1.42  2.63  -7.32
O  6.53  -0.38  11.03
O  -2.32  1.27  -0.97
O  7.87  -0.37  8.90
O  -1.28  4.59  -4.28
O  0.96  -2.57  -6.09
O  -2.72  -2.10  6.85
O  -0.25  -4.36  -7.38
O  2.41  1.09  -3.44
O  -4.06  -2.12  8.99
O  2.88  -4.10  7.14
O  -6.15  3.07  -1.25
O  0.63  -4.93  7.93
O  2.15  3.93  -9.35
N  -3.03  -3.51  -4.42
N  0.34  2.23  -3.73
C  0.23  -2.09  0.64
C  1.31  -2.67  -8.69
C  0.84  -2.45  7.06
C  -2.29  2.24  -2.02
C  -1.45  1.54  0.11
C  5.90  -2.96  8.41
C  -3.00  -4.39  8.14
C  5.53  -1.57  8.89
C  0.04  6.18  -2.63
C  -4.69  -4.69  6.37
C  0.84  -2.03  5.60
C  2.39  5.07  -6.98
C  -0.89  8.24  -3.63
C  -4.84  3.45  2.21
C  1.46  -2.15  -0.29
C  1.44  1.70  -3.71
C  7.60  -2.65  10.18
C  3.17  -4.22  -8.39
C  -4.57  3.75  0.74
C  -5.91  2.35  2.23
C  -0.33  0.49  0.26
C  -5.06  -3.30  6.85
C  6.58  -3.65  9.60
C  0.28  -3.23  4.82
C  0.98  -4.49  5.34
C  3.80  5.11  -6.39
C  -4.01  -5.38  7.56
C  2.83  -2.78  -8.79
C  -1.25  -1.71  -4.65
C  2.38  -4.54  -7.12
C  -0.83  -0.96  0.42
C  4.00  3.06  -7.69
C  -1.71  7.19  -4.37
C  0.42  7.54  -3.23
C  -0.54  -0.64  -3.78
C  -2.47  1.57  -3.41
C  -7.01  2.77  1.23
C  -2.57  -2.20  -3.97
C  4.73  4.36  -7.35
H  0.53  -0.87  -3.78
H  -6.33  2.20  3.22
H  0.82  -3.20  -9.50
H  5.70  4.16  -6.90
H  2.87  -4.90  -9.19
H  -0.91  -0.76  -2.74
H  -5.27  -2.60  6.04
H  -0.13  6.24  -1.56
H  -2.29  -4.18  -4.28
H  -3.93  3.13  2.73
H  0.24  -1.13  5.44
H  -3.52  -6.31  7.26
H  6.60  -2.89  7.57
H  -5.90  -3.33  7.54
H  -3.04  0.64  -3.24
H  3.30  -2.08  -8.10
H  -2.76  7.45  -4.44
H  -1.30  7.00  -5.36
H  -1.01  2.55  0.08
H  -3.18  2.88  -1.89
H  3.18  -2.55  -9.80
H  4.24  -4.35  -8.23
H  -0.80  -3.30  5.01
H  5.32  -0.87  8.08
H  -3.11  2.23  -4.01
H  -2.04  1.50  1.05
H  2.94  -4.28  -6.22
H  -1.40  -1.42  -5.69
H  4.89  4.95  -8.25
H  8.57  -2.75  9.71
H  5.02  -3.51  8.07
H  -1.42  8.57  -2.73
H  4.69  -1.60  9.58
H  -4.07  4.70  0.58
H  7.70  -2.76  11.26
H  1.49  -1.83  7.68
H  5.83  -3.90  10.35
H  -3.99  -4.63  5.53
H  1.89  -4.70  4.79
H  0.42  -3.12  3.75
H  -0.60  -2.59  -4.63
H  4.13  6.14  -6.23
H  -5.57  -5.25  6.03
H  -0.17  -2.46  7.47
H  0.95  -1.65  -8.64
H  1.04  7.39  -4.11
H  2.21  5.91  -7.65
H  -5.47  1.41  1.91
H  -4.00  2.95  0.27
H  2.09  -5.59  -7.07
H  -2.41  -2.28  -2.88
H  -7.46  1.91  0.74
H  -3.31  -3.50  -5.40
H  7.07  -4.58  9.30
H  -3.33  -1.41  -4.10
H  4.01  2.37  -6.85
H  1.97  -3.10  -0.06
H  -2.02  -4.49  7.67
H  3.80  4.62  -5.41
H  -4.76  -5.63  8.31
H  0.33  -5.35  5.33
H  -5.22  4.34  2.72
H  -1.43  2.93  -1.97
H  1.62  5.03  -6.21
H  0.99  8.13  -2.52
H  -0.70  9.12  -4.25
H  -7.77  3.38  1.71
H  0.79  5.42  -2.84
H  4.38  2.58  -8.59
H  1.86  -1.82  5.26
H  -2.90  -4.50  9.22

Results
SMILES: NCCCP(CCOCC(F)(F)C(F)(F)C(F)(F)C(F)F)N=C=O.O=S1(=O)CCCC1.O=S1(=O)CCCC1.O=S1(=O)CCCC1.O=S1(=O)CCCC1.O=S1(=O)CCCC1.O=S1(=O)CCCC1.O=S1(=O)CCCC1
Total charge: 0
E_LUMO: 0.0089 hartree
Gap between HOMO and LUMO: 7.764 eV

=====

Computed, not measured: the molecule C4H10N2O at a distorted geometry, with the ωB97M-V functional and the def2-TZVPD basis.

Cartesian coordinates (Å):
O  3.18  2.01  0.48
N  -2.65  -0.76  -1.01
N  -0.58  -1.00  0.08
C  2.44  1.16  0.91
C  0.42  -0.34  0.89
C  1.46  0.39  0.05
C  -1.27  -0.29  -0.98
H  2.48  0.88  1.97
H  0.93  -1.12  1.46
H  2.05  -0.28  -0.58
H  -1.19  0.81  -0.85
H  -1.16  -1.75  0.41
H  -3.15  -0.24  -1.73
H  0.98  1.13  -0.59
H  -0.81  -0.49  -1.95
H  -3.10  -0.48  -0.15
H  -0.04  0.36  1.60

Results
SMILES: NCNCCC=O
Total charge: 0
E_LUMO: 0.0333 hartree
Gap between HOMO and LUMO: 9.465 eV

=====

Computed, not measured: a 2-piece molecular cluster, C2H8NO2 overall at a distorted geometry, with the ωB97M-V functional and the def2-TZVPD basis.

Cartesian coordinates (Å):
O  1.68  -1.72  1.48
O  0.36  -0.58  -0.01
N  -0.57  1.53  -0.96
C  0.90  -1.59  0.44
C  -2.02  1.99  -0.76
H  -2.67  1.06  -0.46
H  0.69  -2.61  0.01
H  1.51  -2.58  1.96
H  -2.34  2.43  -1.70
H  -0.35  0.66  -0.33
H  0.13  2.31  -0.74
H  -2.14  2.66  0.04
H  -0.48  1.29  -1.96

Results
Total charge: +1
E_LUMO: -0.1178 hartree
Gap between HOMO and LUMO: 12.471 eV

=====

Computed, not measured: a 2-piece molecular cluster, C15H24NO3 overall at a distorted geometry, with the ωB97M-V functional and the def2-TZVPD basis.

Cartesian coordinates (Å):
O  0.52  -3.99  0.37
O  -0.80  2.77  -2.59
O  -3.80  2.88  1.09
N  0.98  -0.68  -0.94
C  2.43  -0.77  3.51
C  0.58  0.87  -3.34
C  -2.98  2.48  2.18
C  -1.35  2.79  -1.29
C  1.33  -1.29  1.43
C  0.97  -3.05  -0.54
C  1.21  -0.47  4.07
C  1.51  -1.70  -0.02
C  -0.44  -0.18  -2.81
C  2.47  -1.17  2.20
C  0.01  -2.62  -1.71
C  0.51  2.23  -2.63
C  0.11  -1.02  2.01
C  0.18  -1.14  -1.83
C  0.06  -0.62  3.32
H  -0.75  3.36  -0.56
H  3.43  -1.39  1.74
H  0.05  -3.21  -2.63
H  1.28  0.28  -0.81
H  -3.53  2.53  3.12
H  1.17  -0.13  5.10
H  -2.32  3.28  -1.35
H  -2.62  1.46  2.02
H  2.59  -1.69  -0.19
H  -1.54  1.79  -0.87
H  3.37  -0.67  4.04
H  1.61  0.50  -3.23
H  -0.81  -1.12  1.44
H  -4.55  2.28  1.05
H  1.84  -3.46  -1.08
H  0.99  -4.81  0.18
H  1.16  2.92  -3.18
H  0.35  1.02  -4.40
H  -0.86  -0.71  -3.67
H  -1.29  0.32  -2.33
H  -2.13  3.15  2.23
H  -1.00  -2.84  -1.32
H  -0.87  -0.39  3.82
H  0.91  2.17  -1.61

Results
Total charge: +1
E_LUMO: -0.1361 hartree
Gap between HOMO and LUMO: 8.941 eV

=====

Computed, not measured: a 18-piece molecular cluster, C69H111BF5NO30S6 overall at a distorted geometry, with the ωB97M-V functional and the def2-TZVPD basis.

Cartesian coordinates (Å):
S  -1.08  4.30  4.29
S  1.52  6.27  -0.15
S  -5.56  2.62  4.51
S  -1.74  -2.87  5.57
S  4.18  -2.93  0.00
S  -2.78  -3.73  1.48
F  2.01  1.91  4.27
F  1.90  -8.65  2.13
F  -5.88  0.53  0.63
F  -3.57  -1.01  -2.49
F  2.90  0.00  -8.50
O  -0.53  -1.88  -7.27
O  -3.20  10.19  -3.25
O  -2.07  -0.57  -6.24
O  6.12  -0.81  -4.37
O  7.20  -2.92  -4.33
O  1.87  -6.05  -3.92
O  1.46  4.73  -0.23
O  4.74  3.08  -0.03
O  -3.50  5.84  -2.06
O  1.87  -1.41  7.17
O  -0.74  -2.11  4.64
O  -4.59  2.78  5.67
O  -0.91  3.91  -3.55
O  -1.99  5.90  -3.85
O  -1.04  4.01  2.75
O  -5.27  8.82  -4.85
O  -1.96  -3.23  0.33
O  1.69  0.64  -1.90
O  -2.92  3.78  -1.21
O  5.22  -2.85  -5.01
O  1.40  -3.77  -3.63
O  0.84  -5.43  -2.14
O  2.67  -2.80  0.19
O  5.11  2.04  1.87
O  4.18  0.87  0.12
O  -4.20  6.99  -4.13
O  -2.65  8.04  -2.76
O  2.33  -1.58  9.29
O  2.01  0.55  8.57
O  -2.45  -1.37  -8.33
N  -0.26  0.73  0.31
C  1.58  -7.40  2.68
C  -0.58  0.56  -1.17
C  -3.82  -5.08  -3.35
C  1.39  -4.96  -3.26
C  -3.40  8.96  -3.37
C  0.43  -0.60  2.48
C  -7.76  1.04  -2.33
C  -1.64  1.15  0.95
C  2.66  -1.21  10.67
C  1.60  -6.25  1.86
C  -5.57  1.95  -2.68
C  -4.42  8.28  -4.20
C  0.57  2.00  0.51
C  0.35  -4.55  -1.24
C  -3.66  -2.39  -2.66
C  -4.54  -3.43  1.01
C  6.17  -2.08  -4.46
C  -2.58  -4.51  -3.22
C  -3.27  0.19  -6.21
C  -5.05  -4.38  -3.12
C  -4.49  2.58  2.96
C  2.08  -0.67  8.37
C  4.64  -4.36  1.06
C  2.82  0.77  -7.36
C  0.99  -6.00  4.56
C  2.84  -0.07  -2.42
C  0.22  -2.00  -6.06
C  3.89  1.87  -5.45
C  -2.53  -3.11  -2.98
C  2.58  2.18  -5.02
C  3.99  -2.31  -5.54
C  -6.19  0.87  4.50
C  1.32  -7.21  3.98
C  1.56  1.18  -6.96
C  -1.76  -1.34  -7.28
C  -3.41  -2.21  5.06
C  2.52  3.70  5.73
C  2.96  5.88  4.85
C  2.47  4.09  3.33
C  5.43  0.93  2.65
C  3.94  1.15  -6.62
C  0.03  7.02  -0.99
C  -2.83  0.05  0.80
C  -5.21  1.51  -1.42
C  1.21  -4.99  2.38
C  -6.16  0.86  -0.62
C  -7.48  0.69  -1.04
C  -6.84  1.64  -3.18
C  4.19  3.30  -1.34
C  2.80  5.02  5.96
C  -1.77  4.82  -3.25
C  1.77  -0.78  5.93
C  0.47  -0.09  -2.03
C  4.66  1.89  0.61
C  -1.54  2.72  5.16
C  -2.58  5.28  4.80
C  0.31  -0.56  0.93
C  -4.90  -3.03  -2.81
C  1.46  1.73  -5.64
C  2.75  5.45  3.53
C  2.89  6.86  -1.25
C  2.37  3.22  4.43
C  8.36  -2.53  -3.65
C  -2.68  -5.54  1.39
C  -2.82  4.73  -2.04
C  0.89  -4.86  3.74
C  4.40  -3.76  -1.61
C  2.56  -5.86  -5.19
C  -1.79  -1.98  7.18
B  -3.08  6.70  -3.17
H  2.61  6.61  -2.27
H  0.47  1.85  -5.22
H  4.91  0.82  -6.97
H  2.41  2.73  -4.11
H  0.25  -3.51  -1.55
H  0.75  -1.60  2.78
H  -3.52  0.71  -7.13
H  3.75  6.34  -0.82
H  4.72  2.12  -4.82
H  -8.14  0.17  -0.35
H  -2.77  -1.94  7.66
H  2.15  -5.01  -5.73
H  8.05  -1.87  -2.84
H  -1.85  2.95  6.18
H  6.31  1.14  3.26
H  3.57  -5.53  -4.95
H  -3.73  -2.43  4.04
H  4.15  4.36  -1.60
H  0.55  2.33  1.55
H  1.62  1.85  0.27
H  1.05  -2.71  -6.09
H  -4.68  -3.98  0.07
H  0.16  2.76  -0.15
H  0.27  0.12  -3.09
H  5.51  0.03  2.04
H  3.67  -4.54  -1.81
H  -3.14  -0.03  -0.25
H  -0.72  1.99  5.24
H  -5.81  -2.44  -2.75
H  -3.45  -5.91  0.72
H  -5.09  2.36  2.08
H  2.02  -0.44  11.11
H  -1.69  -5.91  1.14
H  1.34  -0.61  0.58
H  0.77  0.87  -7.63
H  -5.71  0.15  3.84
H  2.94  5.40  6.96
H  -4.78  -2.41  0.72
H  2.43  -1.25  5.20
H  1.44  -8.09  4.59
H  -3.29  -1.15  5.24
H  -1.34  -0.99  7.06
H  3.70  -0.94  10.82
H  -0.46  -2.40  -5.30
H  8.99  -3.33  -3.25
H  -4.87  2.43  -3.35
H  4.76  0.68  3.46
H  3.95  -5.20  0.99
H  -8.78  0.89  -2.66
H  3.01  7.94  -1.24
H  9.04  -2.00  -4.32
H  2.40  3.62  2.35
H  3.60  0.70  -2.56
H  -0.28  -1.34  0.44
H  -0.53  -0.47  2.97
H  -1.14  -2.46  7.92
H  -1.64  -5.03  -3.29
H  -3.47  4.66  4.70
H  1.16  0.11  2.86
H  -2.32  2.24  4.58
H  3.25  2.79  -1.54
H  -7.19  1.89  -4.17
H  0.44  -4.00  4.21
H  2.61  2.98  6.53
H  2.93  6.00  2.62
H  0.62  -1.02  -5.83
H  -1.77  2.10  0.44
H  -3.71  1.82  2.85
H  3.23  6.92  4.94
H  -1.67  -2.47  -2.87
H  -0.86  6.62  -0.50
H  -0.64  -4.81  -0.86
H  2.16  0.23  6.05
H  -2.94  -5.93  2.38
H  -2.60  6.14  4.13
H  5.64  -4.67  0.75
H  -1.44  -0.09  -1.29
H  -4.12  -0.49  -6.10
H  3.31  -3.13  -5.77
H  0.62  -1.17  -2.01
H  -5.24  -3.89  1.71
H  4.25  -3.02  -2.40
H  0.74  -5.95  5.61
H  2.61  -2.13  11.26
H  4.98  2.96  -2.01
H  -3.24  1.00  -5.49
H  -0.12  6.83  -2.05
H  -4.22  1.74  -1.03
H  -4.03  3.57  2.95
H  -4.16  -2.69  5.68
H  -3.80  -6.16  -3.41
H  5.40  -4.18  -1.72
H  3.59  -1.61  -4.81
H  -2.41  -0.88  1.18
H  -1.58  1.41  2.01
H  -6.07  0.54  5.53
H  2.65  -0.56  -3.37
H  -2.38  5.62  5.81
H  4.11  -1.74  -6.46
H  -6.04  -4.80  -3.20
H  0.72  -0.81  5.64
H  -3.74  0.32  1.32
H  2.64  -6.76  -5.80
H  1.14  -4.10  1.77
H  -7.23  1.01  4.20
H  4.95  -4.01  2.05
H  0.06  8.10  -0.90
H  -0.82  1.53  -1.59
H  3.16  -0.84  -1.72
H  1.81  -6.30  0.80
H  1.01  -4.55  -0.37

Results
Total charge: 0
E_LUMO: -0.0105 hartree
Gap between HOMO and LUMO: 8.456 eV

=====

Computed, not measured: the molecule C5H8O2, with the ωB97M-V functional and the def2-TZVPD basis.

Cartesian coordinates (Å):
O  -0.24  1.15  -0.87
O  0.72  -0.61  1.17
C  1.86  -0.15  -0.51
C  1.18  1.14  -0.65
C  -1.62  -0.02  0.87
C  -0.99  0.04  -0.50
C  -0.50  -0.94  0.54
H  1.41  1.80  0.19
H  1.52  -1.10  0.86
H  -1.57  -0.36  -1.33
H  1.65  1.57  -1.55
H  -1.38  0.80  1.55
H  -0.68  -2.01  0.40
H  -2.63  -0.42  0.97
H  1.27  -0.88  -1.12

Results
Total charge: 0
E_LUMO: 0.0135 hartree
Gap between HOMO and LUMO: 9.369 eV